The following is a quantum chemistry calculation of 3 unconnected molecules or ions with the total composition C4H11NO2 in a non-equilibrium geometry, from OMol25.

Element x y z (Å)
C -3.81282 -1.25395 1.46407
N -3.05460 -0.26885 1.26979
C -1.79129 -0.36378 0.68274
C -0.73777 -1.13134 0.92800
C 0.49765 -0.98498 0.10881
H -3.85368 -2.20796 0.91058
H -4.62241 -1.26093 2.20480
H -1.72577 0.47313 -0.00178
H -0.83995 -2.00697 1.56484
H 0.81346 -2.00560 -0.13633
H 1.41862 -0.67125 0.61850
H 0.49882 -0.44941 -0.83546
O -0.81957 4.85442 -5.13358
H -0.29308 4.93631 -4.33253
H -1.48500 4.17603 -5.00950
O 6.83282 -0.61430 2.19190
H 6.94573 -0.08904 1.39701
H 6.02883 -1.13154 2.10814

Atomic forces in eV per Å
C -0.9603 -0.8704 -0.1611
N 0.5022 -0.8991 1.7475
C -0.9978 1.2124 -1.0436
C -0.6783 -0.0135 -0.5615
C 1.6731 -1.3364 0.1712
H 0.9793 0.1272 -0.0089
H 0.0017 0.8453 -0.2787
H 0.6281 0.0165 -0.2779
H 0.1791 0.2788 0.2440
H -0.1664 -0.0879 -0.3611
H -0.4428 0.4429 0.4506
H -0.7173 0.2836 0.0785
O 0.1909 0.3354 -0.3379
H -0.2578 -0.2437 0.0253
H 0.0661 -0.0910 0.3136
O 0.2761 -0.0122 0.3651
H -0.2304 -0.0962 -0.1162
H -0.0454 0.1085 -0.2488

## Properties
Multiplicity ... 1
Kohn-Sham gap ... 0.343 hartree
SMILES ... C=N/C=C/C.O.O

Here are the Mulliken charges for atoms 1 to 2, given in e: C -0.228; N -0.427

=====

The following is a quantum chemistry calculation of a gas-phase ion, C5H15N2 (charge +1) in a non-equilibrium geometry, from OMol25.

Element x y z (Å)
C -1.38289 1.37426 -0.11537
C -0.79493 0.11064 -0.59155
N -1.72908 -1.22583 -0.04819
N 0.61530 -0.11619 -0.01316
C 0.68885 -0.17760 1.45435
C 1.09280 -1.43645 -0.51578
C 1.50169 1.03762 -0.40449
H -1.47762 1.45651 0.99833
H -2.52083 1.18278 -0.41319
H -0.92876 2.23403 -0.44762
H -0.91796 -0.07634 -1.69672
H -2.29840 -1.49375 -0.88134
H -2.52742 -0.80601 0.62217
H 1.52391 -0.71852 1.76165
H 0.79890 0.92173 1.78873
H -0.15201 -0.75215 1.98637
H 1.42859 -1.66590 -1.59293
H 1.77522 -1.87906 0.13864
H 0.09280 -1.99822 -0.42148
H 1.22938 1.50608 -1.44373
H 1.39943 1.84287 0.29173
H 2.58300 0.67947 -0.45641

Atomic forces in eV per Å
C -4.3338 -2.1588 1.5829
C -2.3057 -3.6691 1.1774
N -1.0195 3.7730 0.3162
N 0.5184 0.0837 -2.0762
C -2.5243 1.8634 2.1669
C -2.8925 -2.1975 -2.2309
C 1.2422 0.2556 -2.9349
H 0.4256 -0.3523 -0.7819
H 2.3526 1.4135 0.2053
H 0.6120 2.0387 -1.2187
H 1.2814 0.5728 1.1140
H 0.7246 0.2056 0.6762
H 2.4786 -1.0770 -1.7579
H 1.7685 -0.5557 0.1464
H -0.5625 -2.1534 0.0859
H 0.7600 1.1756 -1.3188
H -0.4544 1.6335 1.4506
H 1.1828 -0.3380 0.9879
H 1.8869 0.1044 -0.0121
H 0.3840 -1.3793 1.7745
H 0.0063 0.2827 0.4338
H -1.5308 0.4785 0.2135

## Properties
Multiplicity ... 1
Kohn-Sham gap ... 0.430 hartree
Charge ... +1
SMILES ... C[C@H](N)[N+](C)(C)C

Here are the Mulliken charges for atoms 1 to 2, given in e: C -1.353; C 0.025

=====

The following is a quantum chemistry calculation of a molecular structure, C41H30IIrN2O2P, from OMol25.

Element x y z (Å)
Ir -0.09263 -0.95731 -0.60058
I 2.53678 -0.69146 -1.61421
C 3.47399 1.05242 -0.95891
C 4.82938 0.90202 -0.88538
C 5.66073 2.00682 -0.63295
C 5.09328 3.23611 -0.52444
C 3.68819 3.40700 -0.59184
C 3.17629 4.72093 -0.50324
C 1.83675 4.94224 -0.55771
C 0.97237 3.84147 -0.63186
C 1.39982 2.53311 -0.69538
P -0.06924 1.40239 -0.51754
C -0.77647 1.96263 1.07848
C -0.01285 2.67316 2.00476
C -0.53700 3.00077 3.24707
C -1.82552 2.61644 3.58763
C -2.58650 1.89372 2.68009
C -2.06334 1.56196 1.43940
C -1.09906 2.08031 -1.85383
C -0.86426 1.57942 -3.13293
C -1.61690 2.02472 -4.20773
C -2.61304 2.97153 -4.00967
C -2.84842 3.47638 -2.73891
C -2.09356 3.03405 -1.66138
C 2.81003 2.28979 -0.75258
H 5.27641 -0.06962 -1.04768
H 6.73124 1.87185 -0.56777
H 5.70553 4.11819 -0.38638
H 3.87647 5.54067 -0.40348
H 1.42767 5.94198 -0.51034
H -0.08599 4.05567 -0.59054
H 1.00285 2.95930 1.77277
H 0.06987 3.55661 3.95013
H -2.23242 2.87368 4.55686
H -3.58973 1.57852 2.93583
H -2.66670 0.97285 0.76529
H -0.08454 0.84187 -3.29640
H -1.43012 1.63042 -5.19773
H -3.20702 3.31472 -4.84623
H -3.62482 4.21383 -2.58295
H -2.30307 3.41208 -0.66751
C -4.37857 -0.69020 -1.43644
C -4.75229 -2.01942 -1.34959
C -3.77555 -2.97397 -1.11813
C -2.45389 -2.59558 -0.92881
C -2.07455 -1.23924 -0.90963
C -3.05740 -0.30884 -1.21779
C -1.38715 -3.58246 -0.75114
C -1.57339 -4.97265 -0.92682
C -0.52736 -5.81894 -0.74788
C 0.71734 -5.31222 -0.29839
C 1.80589 -6.15519 0.01181
C 2.95652 -5.64101 0.53977
C 3.03907 -4.26174 0.80740
C 2.00823 -3.41797 0.49068
C 0.83986 -3.91892 -0.12094
N -0.19692 -3.07852 -0.45881
H -5.11381 0.07078 -1.66647
H -5.78488 -2.31297 -1.47838
H -4.05967 -4.01623 -1.06838
H -2.82606 0.73694 -1.32127
H -2.53982 -5.34358 -1.22969
H -0.64043 -6.88459 -0.90304
H 1.69734 -7.21963 -0.15478
H 3.78526 -6.29075 0.78446
H 3.92316 -3.86011 1.28556
H 2.06459 -2.37455 0.76124
O 1.81920 0.29782 1.49327
C 0.94530 -0.34462 2.04770
C 0.79026 -0.55573 3.53488
C -0.45973 -1.41628 3.66670
C -0.92976 -1.65731 2.24305
O -1.88804 -2.30596 1.91552
N -0.06440 -0.99100 1.37917
H 0.70631 0.42169 4.00947
H 1.69458 -1.02938 3.91681
H -1.26947 -0.92934 4.20918
H -0.28416 -2.38158 4.13951

Atomic forces in eV per Å
Ir 0.1923 0.4522 -0.0065
I -0.2047 -0.2180 -0.0520
C 0.0001 -0.0270 -0.0017
C 0.0097 -0.0293 -0.0124
C -0.0025 0.0219 0.0030
C -0.0030 -0.0021 -0.0068
C 0.0000 -0.0189 0.0229
C -0.0240 -0.0054 -0.0059
C 0.0475 0.0100 -0.0001
C -0.0467 0.0006 -0.0345
C -0.0751 0.0027 -0.0727
P 0.0836 -0.0341 0.0401
C 0.0452 0.0093 0.0287
C -0.0211 0.0349 -0.0282
C -0.0061 0.0052 0.0065
C 0.0177 0.0038 -0.0049
C -0.0113 -0.0102 -0.0074
C -0.0085 0.0060 -0.0061
C -0.0153 0.0526 -0.0178
C 0.0017 0.0586 -0.0106
C 0.0127 -0.0045 0.0142
C -0.0064 -0.0049 -0.0031
C -0.0021 0.0019 0.0098
C -0.0230 -0.0253 -0.0085
C 0.0252 -0.0180 0.0985
H 0.0045 0.0077 -0.0011
H -0.0030 -0.0009 -0.0056
H 0.0000 -0.0050 0.0091
H -0.0025 0.0004 0.0083
H 0.0052 0.0001 -0.0007
H -0.0050 -0.0160 -0.0185
H -0.0016 -0.0131 0.0074
H 0.0006 -0.0050 -0.0002
H -0.0025 0.0050 -0.0041
H 0.0037 -0.0020 -0.0022
H -0.0041 -0.0382 -0.0197
H -0.0027 -0.0110 0.0008
H 0.0003 0.0021 0.0018
H 0.0043 0.0005 -0.0001
H 0.0011 -0.0035 -0.0006
H 0.0113 0.0088 0.0003
C 0.0322 -0.0314 -0.0111
C 0.0350 0.0168 -0.0059
C -0.0787 -0.0114 -0.0651
C 0.1110 -0.0979 -0.1791
C 0.1037 -0.1918 0.3525
C -0.0980 0.0464 -0.0597
C -0.0283 0.0670 -0.0618
C -0.0244 -0.0460 0.0433
C 0.0517 0.0749 0.0642
C -0.0733 0.0017 -0.0872
C 0.0154 -0.0216 0.0266
C -0.0401 -0.0092 -0.0061
C -0.0172 0.0030 -0.0056
C 0.0305 0.0118 0.0056
C 0.0366 -0.0385 0.1673
N -0.0177 0.0871 -0.0572
H -0.0045 -0.0065 0.0075
H 0.0027 -0.0079 -0.0104
H 0.0033 0.0073 -0.0365
H -0.0340 -0.0367 0.1124
H 0.0116 -0.0153 0.0159
H -0.0004 -0.0017 -0.0216
H 0.0161 0.0009 -0.0040
H 0.0022 0.0024 0.0006
H -0.0007 -0.0124 0.0052
H 0.0522 0.0074 -0.1021
O 0.0402 -0.0254 -0.0234
C -0.0582 -0.0798 0.0833
C 0.0458 0.0241 -0.0338
C -0.0274 -0.0296 -0.0172
C -0.0708 0.0468 0.1130
O -0.0051 -0.0148 -0.0251
N -0.0056 0.0744 -0.1149
H -0.0078 -0.0026 0.0042
H 0.0010 0.0038 0.0047
H 0.0040 0.0115 -0.0014
H 0.0015 0.0012 0.0037

## Properties
Multiplicity ... 1
Kohn-Sham gap ... 0.258 hartree
Charge ... +1

Here are the Mulliken charges for atoms 1 to 2, given in e: Ir 0.874; I 0.192

=====

The following is a quantum chemistry calculation of a molecular structure, C3H5ClN2O2S2 in a non-equilibrium geometry, from OMol25.

Element x y z (Å)
C -0.58779 -0.32359 2.19647
C 1.64872 -2.26256 -0.09130
C 0.42058 1.26743 -0.72671
N -0.56152 0.42211 1.17227
N 0.10766 0.11303 0.06622
O 0.13665 -1.58582 2.36912
O 1.91732 -3.18994 2.49060
S 0.23695 -1.35396 -0.72233
S 0.95676 -2.66100 1.58670
Cl -0.43078 -4.25120 1.41204
H -1.35571 -0.24456 3.00796
H 1.52031 -3.29043 -0.38817
H 0.26808 0.96694 -1.74660
H -0.32638 1.98633 -0.46304
H 1.56781 1.58726 -0.57958

Atomic forces in eV per Å
C -0.9263 -0.7794 -0.6065
C -1.4779 1.5174 2.9839
C 2.4487 0.2740 -0.1118
N -0.4129 -1.1343 1.9037
N 1.3115 0.1653 -0.4573
O -0.3466 0.9019 -0.1611
O 0.0354 0.2160 0.2170
S -0.9013 -0.8846 -0.5794
S 1.4427 -1.1139 -0.6778
Cl -0.2821 0.3862 0.0249
H 1.2974 0.1315 -0.7942
H 0.1902 -0.6085 -0.9524
H 0.2020 0.2644 -0.6464
H 0.1135 1.0002 0.1178
H -2.6942 -0.3363 -0.2604

## Properties
Multiplicity ... 1
Kohn-Sham gap (alpha / beta) ... 0.290 / 0.290 hartree

Here are the Mulliken charges for atoms 1 to 2, given in e: C 0.063; C -0.407

=====

multiplicity of number 4 (C3H5ClN2O2S2)?
1